1.
DFT (wB97M-V/def2-TZVPD) results for 2 unconnected molecules or ions with the total composition C4H5N3 at a distorted geometry.

Bonds (Å) are listed after each position.
Atoms and positions in Å:
1 H -0.25 -2.50 -0.30  C12 1.086
2 C -0.95 1.32 0.56  H4 1.142, N7 1.412, C9 1.433
3 H 1.73 0.68 -0.59  no bonds
4 H 0.02 1.87 0.81  C2 1.142
5 H -2.98 1.94 1.31  C9 1.038
6 N -2.83 0.12 0.41  N8 1.289, C9 1.326
7 N -0.72 0.03 0.04  C2 1.412, N8 1.357, C11 1.331
8 N -1.90 -0.63 -0.07  N6 1.289, N7 1.357
9 C -2.37 1.31 0.77  C2 1.433, H5 1.038, N6 1.326
10 H 1.60 -2.09 -0.62  C12 1.042
11 C 0.41 -0.62 -0.21  N7 1.331, C12 1.282
12 C 0.59 -1.85 -0.53  H1 1.086, H10 1.042, C11 1.282

The frontier orbital gap comes out at 9.237 eV. Its HOMO energy is -9.74 eV. The total energy comes out at -8693.361 eV. The relative energy (zero: lowest compared OMol25 entry of this formula, charge and spin) is 148.8 kcal/mol. As for the largest force on an atom: 6.0 eV/Å.

***

2.
DFT (wB97M-V/def2-TZVPD) results for 2 unconnected molecules or ions with the total composition C2H7S3 at a distorted geometry.

Bonds (Å) are listed after each position.
Atoms and positions in Å:
1 S -0.43 -3.79 -0.30  C6 1.820, H10 1.332
2 S -0.62 2.23 0.04  S8 1.959, C12 1.897
3 H 1.33 -3.05 -1.69  C6 1.080
4 H 0.52 -1.78 -0.70  C6 1.064
5 H -0.13 2.29 2.53  C12 1.077
6 C 0.40 -2.59 -1.39  S1 1.820, H3 1.080, H4 1.064, H11 1.098
7 H -2.00 2.56 2.03  C12 1.214
8 S 1.25 1.66 -0.06  S2 1.959
9 H -0.82 3.83 1.99  C12 1.073
10 H 0.57 -4.37 0.36  S1 1.332
11 H -0.21 -2.33 -2.27  C6 1.098
12 C -0.81 2.77 1.85  S2 1.897, H5 1.077, H7 1.214, H9 1.073

As for the total charge: -1. The frontier orbital gap comes out at 4.870 eV. Its HOMO energy is -1.85 eV. The total energy comes out at -34693.598 eV. The relative energy (zero: lowest compared OMol25 entry of this formula, charge and spin) is 28.3 kcal/mol. As for the largest force on an atom: 4.1 eV/Å.

***

3.
DFT (wB97M-V/def2-TZVPD) results for a single C3H3NO2 molecule at a distorted geometry.

Bonds (Å) are listed after each position.
Atoms and positions in Å:
1 C -0.61 1.36 0.48  C2 1.477, N8 1.156
2 C -0.41 -0.08 0.19  C1 1.477, H5 1.104, O6 1.387, C9 1.532
3 H -0.59 -1.07 -1.41  O6 0.975
4 O 1.37 -1.15 -0.95  C9 1.206
5 H -0.68 -0.57 1.14  C2 1.104
6 O -1.18 -0.52 -0.87  C2 1.387, H3 0.975
7 H 1.81 0.00 0.66  C9 1.103
8 N -0.79 2.45 0.82  C1 1.156
9 C 1.07 -0.41 -0.05  C2 1.532, O4 1.206, H7 1.103

The frontier orbital gap comes out at 11.356 eV. Its HOMO energy is -11.25 eV. Its SMILES is N#C[C@@H](O)C=O. The total energy comes out at -8743.385 eV. The relative energy (zero: lowest compared OMol25 entry of this formula, charge and spin) is 40.3 kcal/mol. As for the largest force on an atom: 1.1 eV/Å.